{
  "formula": "C37H36BrMoN7O2SSi",
  "method": "wB97M-V/def2-TZVPD",
  "symbols": ["Mo", "Br", "C", "C", "C", "C", "O", "C", "C", "N", "C", "C", "C", "C", "C", "C", "C", "C", "N", "C", "C", "H", "H", "H", "H", "H", "H", "H", "H", "H", "H", "C", "C", "O", "N", "C", "C", "C", "C", "C", "C", "N", "H", "H", "H", "H", "H", "H", "H", "H", "H", "H", "N", "C", "C", "C", "C", "C", "C", "N", "C", "C", "C", "S", "C", "N", "H", "H", "H", "H", "H", "H", "H", "C", "Si", "C", "C", "H", "H", "H", "H", "H", "H", "H", "H", "H"],
  "positions_angstrom": [[-0.37, 0.00, 0.25], [-0.66, 2.88, 7.05], [-0.78, 2.40, 5.22], [-1.98, 2.62, 4.53], [-2.08, 2.26, 3.21], [-1.01, 1.63, 2.56], [-1.07, 1.13, 1.35], [0.24, 1.45, 3.25], [1.37, 0.98, 2.55], [1.37, 0.62, 1.25], [2.57, 0.55, 0.57], [3.86, 0.67, 1.08], [4.96, 0.56, 0.24], [4.82, 0.39, -1.12], [3.54, 0.33, -1.69], [3.29, 0.23, -3.08], [1.98, 0.21, -3.52], [0.94, 0.22, -2.60], [1.14, 0.25, -1.28], [2.41, 0.36, -0.83], [0.31, 1.84, 4.60], [-2.82, 3.06, 5.05], [-2.99, 2.43, 2.66], [2.31, 1.01, 3.08], [4.05, 0.85, 2.13], [5.95, 0.63, 0.66], [5.69, 0.33, -1.76], [4.11, 0.19, -3.78], [1.76, 0.16, -4.57], [-0.09, 0.21, -2.94], [1.23, 1.70, 5.14], [-2.67, -2.48, -2.26], [-1.27, -2.25, -1.77], [-0.95, -1.26, -1.07], [-0.36, -3.18, -2.11], [1.08, -2.98, -2.12], [1.79, -2.97, -0.79], [2.92, -3.77, -0.67], [3.70, -3.71, 0.47], [3.28, -2.88, 1.50], [2.12, -2.14, 1.31], [1.40, -2.15, 0.19], [-3.32, -1.67, -1.92], [-3.05, -3.43, -1.89], [-2.70, -2.52, -3.35], [-0.70, -4.01, -2.57], [1.29, -2.02, -2.62], [1.52, -3.77, -2.73], [3.20, -4.42, -1.49], [4.60, -4.30, 0.57], [3.82, -2.79, 2.42], [1.77, -1.52, 2.12], [-2.64, 2.95, -2.76], [-1.43, 3.53, -3.05], [-1.05, 4.46, -4.01], [0.28, 4.84, -4.01], [1.18, 4.34, -3.07], [0.81, 3.42, -2.12], [-0.51, 2.98, -2.12], [-1.17, 2.07, -1.33], [-2.43, 2.09, -1.72], [-3.48, 1.33, -1.09], [-4.82, 1.61, -1.17], [-5.73, 0.50, -0.24], [-4.25, -0.27, 0.20], [-3.17, 0.26, -0.30], [-3.51, 3.13, -3.22], [-1.75, 4.86, -4.72], [0.62, 5.56, -4.74], [2.20, 4.70, -3.08], [1.51, 3.05, -1.38], [-5.31, 2.40, -1.70], [-4.26, -1.13, 0.83], [-0.23, -2.35, 3.45], [-1.35, -1.64, 2.05], [-2.81, -0.93, 3.11], [-2.10, -3.21, 1.20], [-0.87, -2.81, 4.19], [0.35, -1.58, 3.96], [0.46, -3.12, 3.11], [-3.56, -1.69, 3.31], [-3.31, -0.08, 2.66], [-2.45, -0.60, 4.09], [-2.53, -3.85, 1.96], [-1.34, -3.79, 0.68], [-2.88, -2.97, 0.49]],
  "e_homo_ev": [-12.417, -12.271],
  "total_charge": 2
}